Here is C11H11NO in the gas phase in a non-equilibrium geometry from OMol25. Energies are from ωB97M-V/def2-TZVPD.

As for the energy relative to the best compared isomer or geometry (same formula, charge and spin): 36.37 kcal per mole. Its net charge is 0. The LUMO energy comes out at 0.746 eV. The HOMO energy comes out at -7.78 eV. The HOMO-LUMO gap is 8.5208 eV. Its total energy is -15121.3913 eV.

The geometry in XYZ format:
```
24
Properties=species:S:1:pos:R:3:forces:R:3:mulliken_charge:R:1
C 1.222480 1.811991 2.487465 0.988 1.824 1.818 -0.4792
C 2.303599 1.328395 1.803993 2.290 -0.690 1.986 -0.3154
C -0.016310 1.709405 1.945746 -1.467 0.169 1.015 -0.6318
C 2.168416 0.587902 0.640854 1.887 0.336 0.693 -0.7492
C -0.195654 0.939958 0.827735 -1.061 -0.415 -0.611 1.2104
C 0.886090 0.298736 0.206176 0.453 -0.582 -2.346 0.1798
C -1.515017 0.844630 0.196077 -0.139 0.200 1.176 -0.7650
C -1.731273 0.011646 -0.801241 -0.652 0.820 -1.007 -0.8896
C -0.689675 -0.930292 -2.811114 -2.549 -1.927 0.713 -0.3544
C -0.706614 -0.953515 -1.321608 1.327 0.849 1.842 1.5256
C -1.023167 -2.334554 -0.587153 -0.653 1.477 -0.742 -1.4724
N 0.658048 -0.451838 -0.972891 -3.015 0.802 2.253 -0.2094
O 0.206127 -0.623222 -3.504309 1.759 0.709 -1.319 -0.4351
H 1.435413 2.401814 3.414631 -0.524 -0.692 -0.827 0.2996
H 3.302752 1.367365 2.428659 -1.737 0.121 -1.976 0.2008
H -0.898103 2.135256 2.468817 0.640 -0.192 -0.573 0.2933
H 3.173072 0.351773 0.215247 -1.443 -0.534 -0.296 0.3049
H -2.381710 1.421657 0.607471 1.103 -0.254 -0.475 0.2956
H -2.676794 0.177516 -1.307622 -0.099 -0.817 -0.184 0.3379
H -1.628398 -1.347353 -3.211646 -0.346 0.139 -0.473 0.3381
H -0.680552 -3.157135 -1.153173 0.584 -1.065 -0.557 0.4154
H -2.093346 -2.504220 -0.338708 0.669 0.399 -0.245 0.2930
H -0.439412 -2.201752 0.301618 0.077 -0.376 0.682 0.4298
H 1.320027 -0.884162 -1.535023 1.909 -0.299 -0.547 0.1772
```
Forces are in eV/Å.